Entry from the Open Molecules 2025 dataset: the molecule CH5NO2S (the ωB97M-V functional and the def2-TZVPD basis).

```
10
CH5NO2S (the ωB97M-V functional and the def2-TZVPD basis)
C -0.829 0.882 0.616
N 0.021 -1.349 -0.530
O 1.348 0.885 -1.155
O 1.605 -0.290 1.060
S 0.669 0.115 0.042
H -1.228 0.594 1.540
H -0.439 1.931 0.527
H -1.545 0.726 -0.058
H 0.670 -2.188 -0.501
H -0.272 -1.306 -1.540
```

## Properties
- HOMO-LUMO gap (eV) = 11.15
- highest occupied orbital energy (eV) = -10.51
- energy above the lowest of the compared OMol25 structures with the same formula, charge and spin (kcal per mole) = 48.71
- SMILES string = CS(N)(=O)=O
- total energy (eV) = -17536.8312